Entry from the OMol25 dataset: a cluster of 2 separate species, C4H10Cl in total (ωB97M-V/def2-TZVPD).

Last column: natural (NBO) charge in e.
Positions of all 15 atoms, in Å:
Cl -0.25 0.53 -0.30  -0.254
H 0.30 -0.54 -0.01  0.254
C 1.99 -3.69 0.80  0.123
C 3.13 -2.86 0.24  -0.672
C 0.95 -4.15 -0.21  -0.672
C 1.46 -3.28 2.15  -0.673
H 3.16 -1.94 0.85  0.201
H 4.13 -3.27 0.18  0.228
H 2.82 -2.54 -0.77  0.202
H -0.03 -3.81 0.19  0.201
H 1.12 -3.55 -1.13  0.202
H 0.87 -5.19 -0.50  0.228
H 0.37 -3.14 2.03  0.202
H 1.63 -3.89 3.03  0.228
H 1.87 -2.26 2.35  0.202

Computed properties:
* HOMO-LUMO gap (spin up / spin down): 0.31406 / 0.45082 Ha
* F_max: 0.027 Eh/bohr
* ΔE to the lowest compared entry with this formula, charge and spin: 15.7 kcal per mole
* HOMO (spin up / spin down): -7.6079 / -11.8729 eV
* <S²>: 0.754
* M: 93.6 g/mol
* E_tot: -618.5151 hartree
* spin multiplicity: 2